(1)
Formula: C29H39Cl4N4O
Source: the Open Molecules 2025 dataset
Level of theory: ωB97M-V/def2-TZVPD

The geometry in XYZ format:
```
77
Properties=species:S:1:pos:R:3:forces:R:3
Cl 3.7399 -4.8598 4.7655 -0.4 0.2 -0.6
Cl -6.6156 -4.1400 -0.6055 -0.2 0.5 -0.1
Cl 1.8979 -2.1304 3.6749 -0.1 1.0 0.5
Cl -6.2014 -7.3505 -1.4335 0.6 0.6 0.4
O -1.8794 -3.5183 0.0774 -0.3 0.7 0.2
N -2.3719 -0.6223 -2.8509 -0.4 -0.2 -1.0
N -0.9431 -0.0763 2.4958 0.9 -0.2 -0.5
N 0.2356 5.7072 -1.2150 -1.5 -1.0 0.6
N 5.2321 1.9908 -0.0781 1.6 -0.5 -0.5
C 3.7969 0.2814 0.6039 -0.6 0.1 0.2
C -0.3230 0.8574 3.2280 1.4 -0.6 0.1
C -1.4936 1.4387 -3.5948 -0.1 -0.6 0.7
C -2.2563 -0.2467 -1.5673 -0.2 0.2 0.5
C 0.4165 3.7168 -2.5086 -0.5 -0.3 0.3
C -1.4201 3.9246 -0.9368 1.7 0.8 -0.3
C -0.4104 -0.5294 1.3264 -0.3 0.0 1.1
C -1.3128 1.8607 -2.2457 0.0 -2.0 0.0
C -0.6932 3.1276 -1.8699 -0.7 2.3 0.1
C -2.0094 0.1665 -3.8677 0.1 1.8 0.9
C 4.4505 2.8854 0.5098 -0.2 0.5 0.8
C -1.5343 -4.2088 1.2366 0.6 0.8 -1.1
C 6.3943 2.4090 -0.9585 -0.8 -0.4 -0.9
C -4.9313 -6.2085 -0.8114 0.6 -0.2 -0.1
C 0.8583 4.9956 -2.1612 -0.5 -0.5 -0.2
C 0.9765 1.2330 2.8971 -0.4 1.0 -0.7
C 2.9167 1.2331 1.1748 -0.9 -1.7 0.3
C 3.2727 2.5313 1.1672 1.0 1.5 -0.4
C 4.9792 0.6576 -0.0194 -1.8 0.4 0.4
C 0.8276 -0.0946 0.9121 -0.1 0.4 0.0
C -5.1402 -4.8055 -1.3320 -0.3 -0.1 -0.7
C 2.4377 -3.4666 2.6777 -0.2 -2.0 -0.1
C -1.7215 0.9857 -1.1848 0.0 -0.1 -2.5
C -2.1753 -0.6792 3.0003 -1.1 0.4 -0.6
C 1.5421 0.8135 1.6921 0.7 -0.6 -0.1
C 2.4164 -4.7990 3.5437 0.1 1.0 -0.3
C -3.0861 -1.8994 -3.2343 0.9 0.2 1.3
C 0.8067 7.0284 -0.8152 -0.9 0.0 0.5
C -0.9300 5.1967 -0.6301 1.3 0.0 -0.5
H 1.1118 7.5729 -1.7075 0.1 -0.1 0.2
H -4.1465 -1.7046 -3.0789 0.0 -0.3 -0.4
H -0.4660 -4.0684 1.4300 0.7 0.2 0.5
H 3.3990 -0.7206 0.6753 0.8 -0.4 -0.3
H -2.0281 -1.6317 3.5087 0.4 0.3 0.3
H 1.2417 -0.3924 -0.0402 -0.2 -0.3 -0.1
H 7.2436 1.7264 -0.9635 0.0 0.0 1.0
H -5.2376 -4.8644 -2.4167 -0.6 -0.1 0.0
H -0.7806 1.1881 4.1489 -0.2 0.0 0.0
H -1.5729 -5.2994 1.1925 -0.6 -0.3 -0.3
H -1.3397 2.0510 -4.4715 0.3 0.4 0.2
H -4.3535 -4.0615 -1.2074 0.4 -0.6 0.9
H -2.6494 0.1088 3.5840 -0.2 -0.5 0.3
H -1.0564 -1.2399 0.8245 0.2 -0.8 -0.4
H -2.8069 -0.9041 2.1407 -0.1 0.0 0.0
H 6.6818 3.4511 -0.8303 -0.1 -0.2 0.3
H 2.4387 -5.7200 2.9623 0.3 0.3 -0.3
H -2.7243 -2.6298 -2.5095 -0.2 -0.3 0.0
H -2.2561 -0.1286 -4.8769 0.2 -0.3 0.0
H 1.5934 6.9118 -0.0702 0.3 -0.3 -0.4
H 3.3819 -3.2078 2.1997 0.2 -0.3 0.5
H 1.7059 -3.5215 1.8716 -0.1 -0.4 0.1
H -2.7461 -2.1710 -4.2322 -0.5 0.0 0.1
H -2.6926 -0.9525 -0.8733 0.3 -0.3 0.3
H 5.6177 -0.0062 -0.5834 0.2 0.0 0.2
H -2.0605 -3.8894 2.1394 -0.4 0.0 0.3
H 1.4585 1.9965 3.4905 0.1 -0.2 0.3
H 1.6552 5.5339 -2.6533 0.2 -0.3 -0.1
H -4.9055 -6.2512 0.2767 -0.3 0.0 -0.1
H -1.3777 5.8689 0.0872 -0.2 -0.1 0.0
H 6.0056 2.2292 -1.9615 -0.1 0.6 -0.2
H 1.4819 -4.8281 4.1032 0.0 0.2 0.0
H -1.6374 1.2538 -0.1425 0.0 0.0 -0.1
H 0.0320 7.5686 -0.2716 -0.1 0.1 -0.4
H -2.3200 3.5481 -0.4734 -0.1 0.2 0.0
H 2.6606 3.3003 1.6153 0.1 0.1 0.0
H -3.9698 -6.5650 -1.1806 -0.1 -0.1 0.0
H 0.8824 3.1315 -3.2881 0.3 0.3 -0.1
H 4.7868 3.9119 0.5193 0.1 0.0 -0.3
```
Positions in Å, forces in eV/Å.

Computed properties:
energy: -88773.593 eV
LUMO level: -10.025 eV
orbital gap: 2.46 eV
net charge: +3

(2)
Formula: C5H14N2O4P
Source: the Open Molecules 2025 dataset
Level of theory: ωB97M-V/def2-TZVPD

The geometry in XYZ format:
```
26
Properties=species:S:1:pos:R:3:forces:R:3
P -2.3448 -0.7088 0.1989 -1.5 -0.7 -0.2
O -3.4293 -1.4819 -0.3492 -1.0 -0.9 -1.3
O -1.9001 -1.2452 1.5935 0.9 0.8 0.6
O -2.8027 0.8022 0.3632 1.0 0.6 0.0
O 0.4917 -0.1513 0.6400 0.2 -0.2 0.1
N 0.2547 -0.0473 -0.7222 -1.4 0.0 -0.9
N 0.2899 2.7215 0.8416 -0.6 -0.1 0.7
C -0.9787 -0.8853 -1.0060 0.7 0.3 0.9
C 2.4091 -1.7021 0.6023 -0.2 0.2 -0.7
C 0.0221 1.3729 -1.2006 0.8 0.8 -0.3
C 0.6407 2.4472 -0.3225 0.4 -0.2 -0.5
C 1.8940 -0.3276 0.9408 0.6 -0.1 0.5
H -1.0240 1.5819 -1.3527 -0.4 -0.3 0.4
H 1.9682 -0.1792 2.0079 -0.3 0.2 0.3
H -2.5963 -1.1117 2.2598 0.1 -0.2 0.0
H 1.4478 3.0250 -0.7568 0.2 0.0 -0.2
H -3.4477 1.0004 -0.3386 -0.1 0.0 0.4
H 0.4781 1.4441 -2.1812 0.1 -0.2 -0.3
H 1.9596 -2.4739 1.2065 -0.2 -0.2 0.2
H 2.4758 0.4710 0.4920 0.0 0.2 -0.3
H 1.0005 -0.4455 -1.2995 0.4 0.0 0.5
H 3.4836 -1.7275 0.7106 0.3 0.0 0.2
H 2.2276 -1.9315 -0.4487 0.0 -0.2 -0.2
H -0.4849 2.1151 1.1247 0.0 0.2 0.3
H -0.6837 -1.9287 -1.0155 0.0 -0.2 0.2
H -1.3514 -0.6336 -1.9881 -0.2 0.2 -0.2
```
Positions in Å, forces in eV/Å.

Computed properties:
energy: -25863.812 eV
LUMO level: -3.487 eV
orbital gap: 10.80 eV
SMILES: [H]/N=C\C[N@H+](CP(=O)(O)O)OCC
net charge: +1

(3)
Formula: C26H19Br5IIrN2O4
Source: the Open Molecules 2025 dataset
Level of theory: ωB97M-V/def2-TZVPD

The geometry in XYZ format:
```
58
Properties=species:S:1:pos:R:3:forces:R:3
Ir 0.1531 -0.1654 0.3549 0.0 -0.2 0.2
I 1.9212 -4.3523 3.2844 0.0 0.0 0.0
Br -2.8309 3.7445 1.1284 0.0 0.0 0.0
Br -3.7864 3.8817 4.3466 0.0 0.0 0.0
Br -2.8822 1.4204 6.3807 0.0 0.0 0.0
Br 0.6655 6.9283 -0.7594 0.0 0.0 0.0
Br -1.0174 -1.0874 5.1583 0.0 0.0 0.0
O -1.2723 1.2283 0.6020 0.0 0.0 -0.1
O -0.4811 -0.6649 2.2264 0.1 0.1 -0.1
O 1.3112 1.2761 1.1938 0.1 0.0 0.0
O -1.1206 -1.4892 -0.3417 0.0 0.1 -0.1
N 1.5249 -1.5816 -0.1105 -0.1 0.0 -0.1
N 0.8003 0.4945 -1.4208 -0.3 0.0 0.2
C 1.3978 -0.5166 -3.6154 0.0 0.0 0.0
C 2.0987 -2.6370 0.7369 0.1 0.1 0.0
C -2.3823 1.3953 4.5580 0.0 0.0 0.0
C 1.2706 3.5700 1.5930 0.0 0.0 0.0
C 1.9485 -1.6003 -4.2762 0.0 0.0 0.0
C -3.1487 -2.3761 -1.1138 0.0 0.0 0.0
C 2.2526 -2.7447 -2.1586 0.0 0.0 0.0
C -2.2833 -0.2310 -2.0935 0.0 0.0 0.0
C 0.9089 2.7698 -0.6649 0.0 0.0 0.0
C -1.6072 0.3375 4.0726 0.0 0.0 0.0
C 1.0804 -3.0506 1.7981 -0.1 0.0 0.0
C 1.1114 4.8635 1.1692 0.0 0.0 0.0
C 1.1579 2.4743 0.7059 0.0 0.0 0.0
C 0.8724 5.1301 -0.1834 0.0 0.0 0.0
C -2.3923 2.3842 2.3597 0.0 -0.1 0.0
C 2.3724 -2.7023 -3.5365 0.0 0.0 0.0
C 2.6562 -3.8872 -1.3584 0.0 0.0 0.0
C 1.2565 -0.5573 -2.2370 0.1 0.0 -0.1
C 2.5752 -3.8396 -0.0360 0.0 0.0 0.1
C -1.6400 1.3284 1.8679 0.0 0.0 0.1
C -2.3754 -1.0938 -0.8392 0.0 0.0 0.0
C 0.9543 1.7480 -1.6716 0.1 0.0 0.0
C -2.7691 2.4240 3.7064 0.0 0.0 0.0
C -1.2179 0.2953 2.7387 0.0 0.1 0.0
C 1.6792 -1.6569 -1.4650 0.0 0.0 0.0
C 0.7950 4.1067 -1.0863 0.0 0.0 0.0
H 1.2473 2.0457 -2.6768 0.0 0.0 0.0
H 2.9666 -2.2152 1.2685 0.0 0.0 0.0
H 2.7959 -3.5615 -4.0451 0.0 0.0 0.0
H 1.1628 5.6803 1.8767 0.0 0.0 0.0
H 3.0025 -4.7811 -1.8650 0.0 0.0 0.0
H -1.8331 0.7338 -1.8634 0.0 0.0 0.0
H 1.4453 3.3421 2.6361 0.0 0.0 0.0
H 1.0504 0.3439 -4.1743 0.0 0.0 0.0
H -1.6816 -0.7410 -2.8517 0.0 0.0 0.0
H 2.8581 -4.6976 0.5602 0.0 0.0 0.0
H -3.2792 -0.0439 -2.5035 0.0 0.0 0.0
H 0.2326 -3.5719 1.3607 0.0 0.0 0.0
H -4.1554 -2.1581 -1.4780 0.0 0.0 0.0
H -3.2240 -2.9685 -0.2017 0.0 0.0 0.0
H -2.9149 -0.5170 -0.0736 0.0 0.0 0.0
H -2.6228 -2.9689 -1.8664 0.0 0.0 0.0
H 0.6294 4.3151 -2.1362 0.0 0.0 0.0
H 2.0391 -1.5946 -5.3539 0.0 0.0 0.0
H 0.7239 -2.2083 2.3737 0.0 0.0 0.0
```
Positions in Å, forces in eV/Å.

Computed properties:
spin multiplicity: 2
energy: -399595.831 eV
LUMO level (spin up / spin down): 1.782 / 0.935 eV
orbital gap (spin up / spin down): 6.40 / 5.61 eV
net charge: -1

(4)
Formula: C3H2O3P
Source: the Open Molecules 2025 dataset
Level of theory: ωB97M-V/def2-TZVPD

The geometry in XYZ format:
```
9
Properties=species:S:1:pos:R:3:forces:R:3
P -0.9863 0.8720 1.3809 -3.8 -3.6 4.7
O -0.1206 1.7681 0.6696 3.3 6.6 -2.3
O -0.1793 -1.7270 0.9013 -0.2 -3.3 1.1
O 1.9781 -1.4715 -1.9028 1.8 -2.0 -1.2
C 0.4867 -0.0307 -0.5932 0.7 -3.1 -1.4
C 1.2798 -0.8554 -1.2412 -2.2 3.4 0.9
C -0.2887 -0.6219 0.4920 -0.3 1.6 -0.3
H 0.1449 1.0156 -0.5658 1.0 0.9 -0.9
H -2.3145 1.0507 0.8592 -0.4 -0.5 -0.5
```
Positions in Å, forces in eV/Å.

Computed properties:
energy: -18573.517 eV
LUMO level: 3.828 eV
orbital gap: 6.77 eV
SMILES: O=C=CC(=O)P[O-]
net charge: -1

Which formula does entry 2 have?
C5H14N2O4P

Which value of energy does entry 3 give?
-399595.831 eV